Entry 1:
56
Properties=species:S:1:pos:R:3:forces:R:3:lowdin_spin:R:1 method="wB97M-V/def2-TZVPD" multiplicity=5 homo_energy_ev="-11.661 / -11.921" energy_ev=-134389.335 total_charge=+1 lumo_energy_ev="-3.1 / -5.7" e_above_lowest_kj_mol=0.0
C -10.486741 -9.327529 12.061673 -0.2452 -0.2672 -0.4026 0.022
H -3.759912 -10.483789 12.270600 0.5507 -0.1149 -0.7188 0.000
H -6.319342 -9.680207 14.551589 -0.0670 -0.4580 0.3202 0.000
C -6.076683 -8.781215 14.016282 -0.6471 0.1098 -0.8110 0.012
H -5.539744 -8.101515 14.671372 0.3145 -0.0126 0.1075 0.001
C -8.745960 -12.004915 10.098219 0.2110 0.9762 0.3724 0.011
F -10.091779 -6.729953 7.960801 -0.6536 -0.3285 -0.5457 -0.014
H -7.184397 -7.190148 13.052959 0.0017 -0.0081 -0.2151 0.010
H -8.859982 -14.161432 13.217815 -0.0728 0.2291 -0.0859 0.000
O -6.269697 -10.729276 9.646512 0.4904 -0.0337 0.0121 0.042
C -9.356771 -13.231031 10.020841 -0.3171 -0.1288 -0.9942 0.002
H -8.597551 -11.337599 9.261016 -0.1796 -0.2559 -0.2254 0.002
N -8.069023 -9.066482 12.702481 -0.4717 -0.5234 -1.3168 0.242
C -4.343430 -10.231980 13.117831 -0.5434 0.3493 1.1291 0.010
C -4.591271 -7.893908 12.364165 -0.3575 -0.7671 -0.4852 0.027
C -9.430884 -9.346453 12.975561 0.1953 0.0814 0.3598 0.015
H -4.874405 -7.075887 13.018176 -0.1201 0.1255 -0.0234 0.001
F -11.329825 -10.507142 15.861674 0.0874 -0.1732 0.4785 -0.002
C -12.042508 -10.226305 13.655918 0.2513 0.1604 0.0848 0.018
C -7.138399 -6.880697 10.100634 -0.1157 0.1434 0.3206 0.043
F -8.829619 -9.824802 15.242583 -0.5767 0.0586 -0.8226 0.004
C -7.381803 -8.146268 13.549300 0.7334 0.3592 0.5489 0.026
N -6.338711 -7.850630 10.605230 -0.4102 0.3467 -0.2576 0.513
H -3.516051 -8.036163 12.473437 0.0186 0.0615 -0.1704 0.001
F -6.104817 -5.015611 11.228526 -0.3038 -0.2356 -0.1016 0.027
H -3.718942 -9.925201 13.966173 0.1256 -0.0844 -0.1600 0.003
C -7.049125 -5.478779 10.401626 0.2505 -0.3404 -0.2486 0.102
N -5.019975 -10.804643 9.253768 -0.7235 -0.9332 -2.2629 0.007
C -11.042910 -10.148544 14.630467 -0.9073 -0.1310 -0.8248 -0.003
H -4.903943 -11.112742 13.438423 -0.0300 0.0240 -0.0936 0.002
H -4.637473 -6.563656 10.713177 -0.0490 0.1077 -0.3353 0.001
C -7.956262 -4.568930 9.906765 -0.2547 -0.2686 0.0662 -0.013
H -4.379666 -8.274724 10.286117 -0.0328 0.1947 -0.0952 0.020
N -5.293386 -9.144110 12.798814 0.0576 0.2618 0.6099 0.087
O -4.203166 -10.462128 10.022661 0.9807 0.6789 1.5343 0.023
F -7.875432 -3.311819 10.309504 -0.0966 0.0399 -0.2631 -0.013
C -8.241935 -7.245437 9.273045 0.4702 -1.0166 0.0442 0.104
C -4.950124 -7.581065 10.909527 0.7482 0.0531 0.3747 0.056
F -8.348305 -8.540318 8.909607 0.0299 0.7540 0.2751 0.038
C -8.353356 -12.251684 12.382535 -0.3226 -0.0215 -0.7799 0.014
F -13.247040 -10.658284 13.981278 -0.1034 0.0219 0.0496 0.006
H -9.809837 -13.632709 9.106099 0.4396 0.4528 0.2789 0.000
C -9.343681 -14.013118 11.145096 -0.0271 -0.4839 0.2259 0.004
N -8.258754 -11.506898 11.257378 0.1453 -0.5272 0.3435 0.030
H -7.996854 -11.824716 13.305960 0.1290 0.1306 0.0697 0.003
C -9.791974 -9.736887 14.266214 1.0593 -0.2351 1.0701 0.019
C -9.131473 -6.345930 8.751697 0.4071 0.5256 0.3893 -0.012
F -12.766697 -9.718490 11.483974 0.2663 -0.1508 -0.0917 -0.002
Ru -6.947116 -9.865726 11.288747 -1.3531 0.6658 0.4572 2.322
F -10.276740 -8.874225 10.812667 0.0509 -0.1331 0.1820 0.006
F -9.870160 -4.107151 8.595485 0.4383 -0.4971 0.2291 0.046
Br -9.838803 -15.792554 11.075936 -0.3897 -0.5471 -0.1342 0.002
C -9.001661 -4.993215 9.066324 0.1413 0.5808 0.2620 0.138
C -11.778357 -9.802884 12.365588 0.7846 0.6395 0.2954 -0.003
H -7.972036 -7.912964 14.397817 -0.5180 0.3832 0.9365 0.000
C -8.879412 -13.524382 12.338112 0.5105 0.1616 1.0383 0.001

***

Entry 2:
46
Properties=species:S:1:pos:R:3:forces:R:3:lowdin_spin:R:1 method="wB97M-V/def2-TZVPD" multiplicity=2 homo_energy_ev="-18.516 / -18.517" energy_ev=-62866.390 total_charge=+3 lumo_energy_ev="-11.8 / -11.6"
C 0.477145 0.792258 -4.207248 0.4539 -1.1944 0.1909 0.007
C -0.770342 -2.595685 1.775802 1.3759 -0.9886 -0.9695 0.005
C 0.146185 0.487698 -2.846489 1.8906 1.2810 -2.3985 -0.003
C -0.591044 4.384440 1.995819 0.3619 -0.1121 -0.0273 0.004
H -0.274592 -0.795260 6.057020 0.1850 0.1630 -1.0205 0.000
H -0.012482 3.449251 3.840724 0.5274 0.0795 0.7737 0.000
C -0.202190 3.286831 2.812576 -1.2446 0.3557 -1.6472 -0.001
H -1.161537 -2.460843 -1.520607 0.3592 -0.0693 0.5312 0.000
C -0.341718 2.018122 2.286739 0.0432 0.5390 0.4684 0.004
C -0.454447 -1.576659 2.734193 -0.9848 0.1011 3.7507 0.000
H -0.514738 5.402878 2.368668 -0.0714 -0.1957 0.1286 0.000
C -0.622042 -4.798930 0.887913 -0.8353 -0.9308 -1.4831 0.006
C -0.233140 -0.664920 4.950581 -0.3161 -0.3011 1.1942 0.000
H -0.169421 1.480017 5.046829 0.2490 -0.0236 0.0938 0.000
N -0.882181 -2.083728 0.541516 0.0808 0.1104 -1.2982 -0.009
N 2.110515 0.850574 -6.063969 -0.9717 0.3611 -1.9616 0.000
H -1.472680 4.895556 0.075343 -0.3590 1.3587 -0.7738 0.000
H -0.531288 -2.762121 4.486354 0.2226 -0.2305 0.5473 0.000
H -0.491983 -4.382117 2.965950 -0.0605 0.1896 -0.1774 0.000
C -0.174592 0.613088 4.401336 0.1001 0.6684 0.4935 0.000
H -0.927382 -4.881221 -1.302077 0.2205 -0.0968 0.2290 0.000
C -0.251682 0.779773 3.048735 -0.4867 -1.5166 0.0672 0.001
H -1.498135 2.634695 -0.736625 0.2324 -0.0418 0.3744 0.000
C -0.367701 -1.763644 4.135378 -0.1077 -0.3233 -1.5188 0.000
C -0.624348 -3.962567 1.970557 -0.0652 0.4160 0.9157 -0.001
C 1.244938 0.302823 -2.026752 0.4618 -0.3521 2.4896 0.000
O 1.203311 0.855955 -6.891847 0.3181 -0.1452 1.5266 -0.001
C -1.107360 2.838921 0.264892 -0.3368 1.1363 -0.8523 0.001
H 3.826609 0.484557 -4.237650 0.0466 -0.1862 0.6060 0.000
C 2.849719 0.458856 -3.749549 -0.4487 0.2717 -0.7148 0.009
O -1.542039 0.035759 -1.298148 0.0101 0.6470 0.1789 -0.005
C 1.784229 0.681613 -4.645235 -0.4301 0.0979 1.5125 -0.004
V -0.462084 -0.086649 0.321312 -1.3440 -0.0439 -0.8884 1.052
H -0.287519 0.922733 -4.931316 -0.6575 0.3196 -0.6082 0.000
C -0.912174 -2.903945 -0.547565 -0.7613 0.3319 0.1360 0.002
C -0.804081 -4.266715 -0.416052 0.0310 -0.3417 0.8642 -0.001
C -1.072350 4.171595 0.707813 0.6192 -2.5282 1.3346 0.000
H -1.975270 0.586759 -3.192013 0.2362 0.1765 0.2893 0.000
C -1.173483 0.434850 -2.450453 -1.6723 -1.1237 0.5049 0.011
O 0.865387 0.158642 -0.638137 2.0022 -0.2171 -1.3953 -0.058
N -0.478938 -0.341982 2.290331 1.1772 1.8002 -1.3645 -0.010
H -0.609875 -5.889936 1.053008 0.2733 0.6654 -0.2395 0.000
N -0.720367 1.806591 1.002504 -0.1998 -0.1036 0.1104 -0.006
H 3.348779 0.124341 -1.609290 -0.2464 0.1287 -0.5833 0.000
O 3.269708 0.994554 -6.324809 0.8640 -0.0369 0.2057 -0.001
C 2.588692 0.283205 -2.386071 -0.7423 -0.0955 0.4048 -0.002

***

Entry 3:
49
Properties=species:S:1:pos:R:3:forces:R:3:lowdin_spin:R:1 method="wB97M-V/def2-TZVPD" multiplicity=2 homo_energy_ev="-4.799 / -5.187" energy_ev=-128178.646 total_charge=-1 lumo_energy_ev="2.5 / 0.7" e_above_lowest_kj_mol=12.7
O 0.229113 0.115032 2.042375 -0.1542 -0.2563 0.1396 0.007
H 4.383695 2.070994 -0.653303 -0.0024 -0.0172 -0.0140 0.000
H 0.104128 3.487556 -1.408085 -0.0242 0.0090 -0.0127 0.000
N -0.977698 -1.773333 1.540508 0.1107 -0.0531 -0.1204 0.002
Be -0.139630 0.363544 0.453936 0.3122 -0.0672 -0.1933 0.034
C 3.793567 1.183061 -0.462361 0.0526 0.0548 0.0588 -0.002
C 1.003583 -2.772717 6.063951 -0.0115 0.0091 -0.0441 0.000
Ge 0.564683 -0.290158 -2.591208 0.4150 -0.0484 -0.1253 0.263
H -2.932869 -1.866564 -0.139786 0.0014 -0.0290 -0.0228 0.000
C -2.566441 0.021520 -1.217709 0.0203 0.0867 0.0477 0.011
N -1.198809 -0.950575 0.443449 0.2072 0.0106 0.2048 0.003
C -3.649791 -0.168894 -2.083401 -0.0262 -0.0997 0.0144 -0.001
H 1.288437 -3.192061 7.021378 0.0093 0.0121 -0.0113 0.000
H -0.688831 5.078175 -1.441113 -0.0158 0.0259 -0.0266 0.000
C -2.236179 -1.042924 -0.287355 -0.1827 0.0654 -0.0092 0.002
Cl 0.757620 1.695756 -3.565572 -0.0723 -0.1004 0.0998 0.084
Cl -0.886787 -1.335024 -3.956467 0.0803 0.0475 0.1295 0.154
H -4.911135 0.710692 -3.571881 0.0214 -0.0146 0.0015 0.001
H -4.133336 -1.139290 -2.110366 0.0318 0.0200 0.0105 0.000
C -0.056636 -3.020877 3.916316 -0.0286 -0.0458 0.0234 0.000
O -0.906845 1.503177 -0.292115 -0.0434 0.1280 0.0696 0.003
C 1.320803 -1.457212 5.754018 -0.0100 -0.0308 -0.0204 0.000
H 1.734204 -2.016004 0.222845 0.0037 0.0218 -0.0506 0.002
H 1.923608 2.140060 -0.848729 0.0221 -0.0554 -0.0105 0.003
C -0.175345 -1.087534 2.322176 -0.1261 0.2312 -0.0311 0.000
H 1.857379 -0.845092 6.468792 -0.0027 -0.0101 -0.0181 0.000
C 2.304010 -1.111736 0.029341 0.1191 0.0278 0.0598 0.048
C -2.379338 2.315957 -1.969575 0.0165 0.0322 -0.0216 0.005
Cl 2.443654 -1.254326 -3.306776 -0.1548 0.0429 0.0085 0.071
C -0.816029 4.026040 -1.191831 0.0349 0.0397 0.0070 0.000
C 0.250187 -1.698217 3.607988 -0.0062 0.0746 0.0289 0.000
H -0.595425 -3.616572 3.191011 0.0064 0.0327 0.0124 0.000
C -3.435872 2.085313 -2.826720 -0.0499 -0.0678 -0.0409 0.000
C 4.430408 -0.003882 -0.108839 0.0127 -0.0129 -0.0222 0.032
H -3.749299 2.910832 -3.454416 0.0029 -0.0160 0.0083 0.000
C 3.678782 -1.156837 0.138820 0.0223 -0.0357 0.1101 -0.001
C 2.410514 1.213442 -0.562026 0.0894 0.0052 0.0097 0.049
C -1.897476 1.276688 -1.132621 -0.0784 -0.1810 0.1870 0.010
C 0.319308 -3.554017 5.139361 0.0103 0.0138 -0.0065 0.000
C -4.081963 0.850771 -2.890789 0.0027 0.1141 -0.0649 0.006
H 1.188010 0.098661 4.264984 -0.0093 -0.0242 0.0033 0.000
C 0.949043 -0.923541 4.527584 0.0173 0.0250 0.0213 0.000
O -1.886757 3.585843 -2.019078 0.0337 0.0537 0.0428 0.003
N 7.012462 -0.090299 0.100454 -0.0461 0.0126 -0.0086 0.016
H -1.050955 3.923653 -0.134241 -0.0113 0.0091 -0.0050 0.000
C 5.866637 -0.049366 0.000932 -0.0990 -0.0023 -0.0046 0.005
C 1.638900 0.079515 -0.295852 -0.5037 -0.0610 -0.3770 0.193
H 0.076076 -4.582905 5.375808 0.0048 0.0144 -0.0084 0.000
H 4.184828 -2.073640 0.415574 -0.0020 0.0092 -0.0286 0.000